1.
# C34H30BrF4N2PSiV

A molecular structure, C34H30BrF4N2PSiV (ωB97M-V/def2-TZVPD, the Open Molecules 2025 dataset).

The geometry in ORCA input format:
```
! wB97M-V def2-TZVPD RIJCOSX def2/J DEFGRID3
* xyz 0 2
V -0.56126 0.48779 -0.94743
C -2.04743 -2.02517 -3.24580
C -2.75576 -0.73753 -2.97100
C -3.85548 -0.32024 -3.68405
C -4.45376 0.89692 -3.34151
C -3.94852 1.66875 -2.32969
C -2.81614 1.20398 -1.62299
N -2.27021 -0.00200 -1.95516
N -2.13511 1.82747 -0.63032
Si -2.66795 3.18848 0.30722
C -2.67528 4.78215 -0.67252
C -1.45476 3.31848 1.72457
C -4.38750 2.85967 0.97277
H -2.45408 -2.51954 -4.12599
H -2.15492 -2.69731 -2.39130
H -0.97981 -1.84300 -3.38385
H -4.23988 -0.93174 -4.48717
H -5.32224 1.23683 -3.89232
H -4.39423 2.61807 -2.07214
H -1.66322 5.04629 -0.98856
H -3.05740 5.60380 -0.06162
H -3.29054 4.72352 -1.57135
H -0.46689 2.96607 1.41859
H -1.76794 2.70955 2.57519
H -1.34494 4.34770 2.07085
H -5.16546 2.96596 0.21620
H -4.62365 3.55497 1.78263
H -4.44465 1.84607 1.37679
F -1.90953 0.63997 6.16380
C -1.33037 0.33099 5.00914
C 0.03683 0.42707 4.86571
F 0.78687 0.81775 5.89209
C 0.62754 0.10004 3.65091
F 1.96440 0.16907 3.63639
C -0.10378 -0.30327 2.54592
P 0.57629 -0.54101 0.80186
C 0.71292 -2.35750 0.84078
C 1.31114 -3.02916 1.90424
C 1.35717 -4.41262 1.91934
C 0.78868 -5.14078 0.88006
C 0.17548 -4.47822 -0.17261
C 0.14267 -3.08997 -0.18939
C 2.27167 0.10340 0.93536
C 2.44308 1.48105 1.04340
C 3.71177 2.03331 1.04098
C 4.82597 1.21169 0.91232
C 4.65965 -0.15624 0.78058
C 3.38603 -0.71137 0.78875
C -1.48298 -0.43855 2.73896
Br -2.63153 -1.14634 1.41064
C -2.08983 -0.11864 3.93820
F -3.40523 -0.23391 4.11293
H 1.74883 -2.47665 2.72834
H 1.83258 -4.92557 2.74490
H 0.82311 -6.22222 0.89651
H -0.27677 -5.03875 -0.98058
H -0.31901 -2.56847 -1.01834
H 1.58687 2.14096 1.14408
H 3.83095 3.10463 1.13615
H 5.81845 1.64268 0.90447
H 5.52011 -0.80049 0.65573
H 3.27436 -1.77839 0.65562
C 0.83035 -0.18297 -1.75222
C 2.13477 -0.58375 -2.25928
C 2.45777 -1.91169 -2.54729
C 3.72785 -2.25225 -2.98968
C 4.69667 -1.27252 -3.15571
C 4.38723 0.05558 -2.88392
C 3.12034 0.39637 -2.44468
H 1.71470 -2.68721 -2.41416
H 3.96141 -3.28707 -3.20683
H 5.68764 -1.53887 -3.50031
H 5.13734 0.82594 -3.01168
H 2.87852 1.42794 -2.22152
*
```

Calculated values
**Largest force on an atom**: 0.75 eV/A
**Lowest unoccupied orbital energy (spin up / spin down)**: 0.0083 / 0.0100 Eh
**Energy relative to the best compared isomer or geometry (same formula, charge and spin)**: 51.5 kJ/mol
**Calculated total energy**: -162491.2900 eV
**Kohn-Sham gap (spin up / spin down)**: 7.62 / 7.24 eV
**Highest occupied orbital energy (spin up / spin down)**: -7.4 / -7.0 eV



2.
# C37H85CrN2O24

A molecular structure, C37H85CrN2O24 (ωB97M-V/def2-TZVPD, the Open Molecules 2025 dataset).

The geometry in ORCA input format:
```
! wB97M-V def2-TZVPD RIJCOSX def2/J DEFGRID3
* xyz 2 6
Cr 3.65323 2.21492 -0.36048
N 2.38884 2.13371 -4.09280
H 2.08029 1.74543 -3.21296
H 3.34818 2.39114 -3.90976
H 2.02883 3.05507 -4.29674
H 2.19200 1.63780 -4.95038
N 1.38790 3.65182 2.42511
H 2.20189 3.07609 2.58647
H 1.53787 3.95049 1.47201
H 1.35094 4.47229 3.01297
H 0.55762 3.08236 2.34472
C 0.93747 4.82204 -1.71849
C 2.23653 5.20381 -0.89359
C 1.97041 6.48161 -0.09464
O 2.65060 4.15504 -0.09454
H 1.22896 4.02340 -2.40063
H 0.67698 5.64130 -2.38861
H 0.06898 4.49621 -1.14607
H 3.02782 5.44317 -1.60399
H 1.08522 6.42358 0.53874
H 1.65443 7.16212 -0.88532
H 2.86668 6.90443 0.35925
C 0.03727 0.85737 -0.31668
C 1.17902 0.22705 -1.09869
C 0.52492 -0.70463 -2.11480
O 2.10124 1.16366 -1.61477
H 0.42757 1.26867 0.61424
H -0.81826 0.24688 -0.02777
H -0.45155 1.57531 -0.97525
H 1.73150 -0.34000 -0.34949
H -0.39593 -0.29322 -2.52818
H 0.33238 -1.68363 -1.67596
H 1.22065 -0.93456 -2.92177
C 3.03741 -0.70948 2.34058
C 3.55430 0.63778 2.79243
C 4.76877 0.42558 3.65907
O 3.62746 1.55221 1.72088
H 3.57392 -1.11979 1.48508
H 1.96646 -0.78114 2.15073
H 3.09218 -1.46405 3.12527
H 2.79751 0.93063 3.52017
H 4.40743 -0.25941 4.42609
H 5.03084 1.37263 4.13077
H 5.62046 0.01682 3.11534
C 3.90552 -2.29346 -2.62421
C 4.11078 -2.24352 -1.11106
O 5.44773 -1.89172 -0.92013
C 5.89488 -0.59608 -0.64477
O 5.16429 0.40289 -0.70957
O 7.21663 -0.51145 -0.62169
C 8.11998 -1.57659 -0.35273
H 4.09467 -1.40253 -3.22301
H 2.93886 -2.74313 -2.85106
H 4.65277 -3.00676 -2.97197
H 3.96795 -3.21834 -0.64477
H 3.45384 -1.49402 -0.66973
H 8.20250 -2.38896 -1.07478
H 7.84286 -2.09680 0.56416
H 9.13827 -1.19436 -0.28144
C -4.49907 2.68631 5.98523
C -3.39375 2.61100 4.82560
O -2.69777 1.39136 4.88148
C -1.66225 1.20062 4.10706
O -0.95351 2.09132 3.57092
O -1.45515 -0.11794 4.09011
C -0.49852 -0.71315 3.24528
H -4.04287 2.40208 6.93349
H -5.37208 2.03826 5.90782
H -4.83348 3.71529 6.11746
H -2.73444 3.47446 4.91412
H -3.88885 2.67917 3.85693
H -0.55174 -1.79278 3.38555
H 0.50821 -0.38617 3.50542
H -0.61094 -0.44304 2.19528
C -0.66615 -2.56980 -4.92789
C -0.79378 -3.57713 -3.80396
O -0.67035 -4.93036 -4.31291
C -0.93463 -6.01129 -3.53315
O -1.24938 -5.97194 -2.33481
O -0.67781 -7.09314 -4.26410
C -0.84581 -8.42967 -3.76853
H 0.26186 -2.71133 -5.48184
H -0.79667 -1.53059 -4.62606
H -1.51083 -2.65329 -5.61173
H -1.79469 -3.42606 -3.39967
H -0.10859 -3.40029 -2.97489
H -0.58157 -9.18742 -4.50616
H -1.87713 -8.61727 -3.46973
H -0.27857 -8.65133 -2.86453
C 1.39658 -4.52789 5.95812
C 0.94300 -3.88349 4.58788
O 1.44529 -4.61705 3.46479
C 0.93446 -4.33473 2.21677
O 0.08726 -3.48916 1.97060
O 1.75277 -4.93301 1.36830
C 1.54329 -4.83791 -0.05396
H 0.79304 -4.21519 6.81021
H 2.45952 -4.36190 6.13335
H 1.15964 -5.59182 5.96068
H 1.23608 -2.83923 4.47956
H -0.13683 -3.73990 4.62598
H 2.11895 -5.49336 -0.70749
H 1.83040 -3.81186 -0.28391
H 0.53140 -4.89261 -0.45541
C -0.99232 2.34004 -4.23127
C -2.36343 3.05097 -4.06295
O -3.47391 2.16530 -4.54210
C -3.79574 2.16601 -5.85883
O -3.15703 2.76417 -6.67673
O -4.82521 1.30781 -6.04878
C -5.24310 1.15729 -7.38276
H -0.24494 2.88895 -3.65837
H -0.72854 2.11410 -5.26446
H -1.07598 1.30947 -3.88626
H -2.38722 4.02712 -4.54737
H -2.61604 3.26734 -3.02493
H -4.45989 0.79300 -8.04757
H -5.62327 2.15985 -7.57882
H -5.95575 0.34073 -7.49885
C -2.14392 -3.11357 -0.32244
C -3.18224 -3.46837 0.77933
O -3.69504 -2.24546 1.28890
C -4.02821 -2.23163 2.55806
O -3.73771 -3.04051 3.48128
O -4.75860 -1.11878 2.70899
C -5.39631 -0.83433 3.99084
H -2.44357 -2.29645 -0.97866
H -1.78908 -4.00706 -0.83612
H -1.33205 -2.69636 0.27330
H -2.65625 -4.06774 1.52243
H -4.06993 -4.03481 0.49785
H -5.93423 -1.75701 4.20858
H -5.98359 0.07697 3.87798
H -4.63231 -0.69574 4.75582
C -3.09341 1.57637 0.83504
C -3.81798 2.87043 0.50763
O -3.59393 3.87165 1.44895
C -2.38516 4.46219 1.58552
O -1.34145 3.98133 1.19288
O -2.46825 5.71881 2.21470
C -1.44027 6.60703 2.09857
H -2.06043 1.80216 1.09976
H -3.23467 0.91575 -0.02038
H -3.52918 1.09285 1.70935
H -4.89675 2.72516 0.45054
H -3.58338 3.02585 -0.54542
H -1.27167 7.35408 2.87420
H -1.62193 7.15624 1.17473
H -0.46916 6.11464 2.14946
*
```

Calculated values
**Largest force on an atom**: 4.57 eV/A
**Lowest unoccupied orbital energy (spin up / spin down)**: -0.2057 / -0.3246 Eh
**Calculated total energy**: -120270.9070 eV
**Kohn-Sham gap (spin up / spin down)**: 8.06 / 4.82 eV
**Highest occupied orbital energy (spin up / spin down)**: -13.7 / -13.7 eV